[1]
Density functional theory data (ωB97M-V/def2-TZVPD) for a single C5H6ClFO molecule.

Computed properties:
* electronic energy: -22564.090 eV
* HOMO level: -10.0 eV
* molar mass: 136.553 g mol⁻¹
* Kohn-Sham gap: 9.4 eV
* ΔE to the lowest compared entry with this formula, charge and spin: 111.1 kcal/mol
* SMILES string: C[C@]1(C=O)[C@@H](F)[C@@H]1Cl

Structure (ORCA input):
```
! wB97M-V def2-TZVPD RIJCOSX def2/J DEFGRID3
* xyz 0 1
C -0.135 -1.206 1.022
C 0.253 -0.036 0.074
C 1.621 0.086 -0.573
O 2.041 -1.255 -0.964
C -0.356 1.216 0.116
F 0.307 2.434 -0.052
C -0.835 0.431 -0.973
Cl -2.272 -0.324 -0.631
H -1.292 -0.944 1.225
H 0.331 -1.243 2.101
H -0.166 -2.015 0.300
H 2.093 1.246 -0.714
H -0.980 1.196 1.109
H -0.608 0.415 -2.041
*
```

[2]
Density functional theory data (ωB97M-V/def2-TZVPD) for a molecular structure, C35H37CuN9O2S2.

Computed properties:
* electronic energy: -120701.180 eV
* HOMO level (spin up / spin down): -12.8 / -12.8 eV
* molar mass: 743.422 g mol⁻¹
* Kohn-Sham gap (spin up / spin down): 7.1 / 6.4 eV
* ΔE to the lowest compared entry with this formula, charge and spin: 13.1 kcal/mol

Structure (ORCA input):
```
! wB97M-V def2-TZVPD RIJCOSX def2/J DEFGRID3
* xyz 2 2
Cu 0.573 0.448 0.272
C 1.770 0.586 -4.311
O 2.866 0.647 -3.337
C 2.288 0.459 -2.159
N 1.038 0.218 -2.077
C 0.570 0.077 -3.490
C -0.731 0.751 -3.834
C -1.252 0.532 -5.112
C -2.413 1.171 -5.516
C -3.074 2.033 -4.644
C -2.583 2.223 -3.363
C -1.412 1.583 -2.958
C 3.194 0.466 -0.967
C 4.571 0.520 -1.027
C 5.282 0.391 0.161
C 4.610 0.212 1.362
C 3.229 0.197 1.336
N 2.556 0.324 0.195
C 2.339 0.030 2.531
N 1.073 0.165 2.471
C 0.581 -0.013 3.876
C 1.855 -0.445 4.640
O 2.940 -0.269 3.667
C -0.555 -0.981 4.085
C -1.170 -1.684 3.062
C -2.185 -2.594 3.349
C -2.588 -2.805 4.657
C -1.992 -2.082 5.685
C -0.986 -1.175 5.399
H 2.075 -0.082 -5.109
H 1.614 1.585 -4.714
H 0.448 -0.995 -3.667
H -0.746 -0.138 -5.800
H -2.806 0.996 -6.508
H -3.966 2.551 -4.968
H -3.106 2.866 -2.665
H -1.065 1.723 -1.943
H 5.070 0.647 -1.978
H 6.363 0.423 0.147
H 5.137 0.085 2.298
H 0.262 0.971 4.221
H 1.832 -1.493 4.927
H 2.085 0.168 5.505
H -0.868 -1.527 2.037
H -2.663 -3.135 2.541
H -3.360 -3.529 4.881
H -2.315 -2.224 6.708
H -0.529 -0.616 6.211
N -3.777 -0.355 -1.022
C -3.599 0.351 0.101
N -4.678 0.636 0.827
S -2.076 0.898 0.622
H -4.690 -0.628 -1.348
H -2.994 -0.476 -1.639
H -5.603 0.341 0.563
H -4.563 1.159 1.678
C 0.935 5.384 -2.017
C 0.740 4.454 -0.866
C 0.465 4.681 0.466
C 0.359 3.420 1.065
N 0.564 2.466 0.151
N 0.798 3.121 -1.010
C 0.069 3.128 2.500
H 0.935 6.412 -1.666
H 0.133 5.272 -2.748
H 1.884 5.196 -2.521
H 0.345 5.637 0.947
H 0.935 2.603 -1.860
H -0.312 4.025 2.984
H 0.975 2.823 3.025
H -0.676 2.339 2.596
N -0.747 -6.291 -1.590
C -0.162 -5.902 -0.440
S 0.227 -6.895 0.779
C 0.066 -4.407 -0.335
C -0.711 -3.485 -1.026
C -0.516 -2.135 -0.805
N 0.417 -1.667 0.023
C 1.195 -2.553 0.656
C 1.044 -3.916 0.518
H -0.941 -7.271 -1.716
H -0.883 -5.675 -2.370
H -1.494 -3.792 -1.706
H -1.141 -1.393 -1.287
H 1.956 -2.161 1.318
H 1.666 -4.604 1.075
*
```

[3]
Density functional theory data (ωB97M-V/def2-TZVPD) for 3 unconnected molecules or ions with the total composition C3H13NO2S2.

Computed properties:
* electronic energy: -30575.324 eV
* HOMO level: -8.2 eV
* molar mass: 159.276 g mol⁻¹
* Kohn-Sham gap: 8.4 eV
* ΔE to the lowest compared entry with this formula, charge and spin: 57.7 kcal/mol
* SMILES string: C[C@@H](N)CSS.O.O

Structure (ORCA input):
```
! wB97M-V def2-TZVPD RIJCOSX def2/J DEFGRID3
* xyz 0 1
C -1.028 -0.243 -0.698
C 0.372 -0.062 -0.137
N 1.371 0.261 -1.188
C 0.394 1.264 0.672
S 2.042 1.406 1.373
S 2.361 0.317 3.076
H -1.044 -0.893 -1.626
H -1.764 -0.564 0.052
H -1.413 0.741 -1.178
H 0.746 -0.988 0.535
H 1.275 -0.493 -1.964
H 1.186 1.049 -1.675
H 0.159 2.106 -0.057
H -0.380 1.180 1.427
H 1.914 -0.947 2.762
O 1.128 -3.161 1.155
H 0.934 -4.208 1.462
H 0.753 -2.873 1.903
O -3.243 1.951 -2.273
H -2.722 2.724 -2.082
H -3.042 1.431 -1.538
*
```

[4]
Density functional theory data (ωB97M-V/def2-TZVPD) for a single C5H13NO molecule.

Computed properties:
* electronic energy: -8932.095 eV
* HOMO level: -8.9 eV
* molar mass: 103.165 g mol⁻¹
* Kohn-Sham gap: 9.9 eV
* ΔE to the lowest compared entry with this formula, charge and spin: 44.2 kcal/mol
* SMILES string: CCCCNCO

Structure (ORCA input):
```
! wB97M-V def2-TZVPD RIJCOSX def2/J DEFGRID3
* xyz 0 1
C 2.203 1.684 -0.259
C 1.981 0.525 0.774
C 0.538 0.150 1.155
C -0.211 -0.353 -0.027
N -1.679 -0.258 -0.137
C -2.397 -1.424 -0.586
O -3.439 -1.221 -1.492
H 3.274 1.765 -0.481
H 1.785 2.627 0.059
H 1.721 1.289 -1.141
H 2.360 -0.409 0.337
H 2.450 0.885 1.682
H 0.093 1.109 1.441
H 0.465 -0.522 2.012
H 0.233 0.072 -0.962
H 0.075 -1.356 -0.369
H -1.928 0.044 0.800
H -1.604 -2.056 -0.960
H -2.708 -1.971 0.312
H -3.212 -0.580 -2.158
*
```

[5]
Density functional theory data (ωB97M-V/def2-TZVPD) for a single C3H7N3O molecule.

Computed properties:
* electronic energy: -9739.460 eV
* HOMO level: -8.4 eV
* molar mass: 101.109 g mol⁻¹
* Kohn-Sham gap: 9.2 eV
* ΔE to the lowest compared entry with this formula, charge and spin: 82.4 kcal/mol
* SMILES string: [H]/N=C/N/C(C)=N\O

Structure (ORCA input):
```
! wB97M-V def2-TZVPD RIJCOSX def2/J DEFGRID3
* xyz 0 1
H -3.465 -0.227 -0.075
N -2.439 0.000 0.160
C -1.560 -0.958 -0.034
N -0.207 -0.771 -0.105
C 0.480 0.453 -0.102
C -0.104 1.859 -0.007
N 1.750 0.388 -0.056
O 2.072 -0.867 0.130
H -1.981 -1.943 -0.323
H 0.274 -1.686 0.030
H -0.488 1.743 1.030
H 0.507 2.692 -0.136
H -1.073 1.973 -0.695
H 3.014 -1.058 0.001
*
```

[6]
Density functional theory data (ωB97M-V/def2-TZVPD) for 2 unconnected molecules or ions with the total composition C10H16.

Computed properties:
* electronic energy: -10629.162 eV
* HOMO level: -9.1 eV
* molar mass: 136.238 g mol⁻¹
* Kohn-Sham gap: 10.1 eV
* ΔE to the lowest compared entry with this formula, charge and spin: 13.4 kcal/mol
* SMILES string: Cc1ccccc1.CCC

Structure (ORCA input):
```
! wB97M-V def2-TZVPD RIJCOSX def2/J DEFGRID3
* xyz 0 1
C 1.862 2.161 -0.907
C 1.860 0.684 -0.568
C 2.339 -0.247 -1.498
C 2.314 -1.603 -1.230
C 1.779 -2.072 -0.032
C 1.342 -1.154 0.906
C 1.425 0.221 0.663
H 1.297 2.676 -0.117
H 1.336 2.359 -1.836
H 2.856 2.593 -0.771
H 2.633 0.124 -2.473
H 2.691 -2.278 -1.987
H 1.797 -3.140 0.117
H 0.728 -1.459 1.750
H 1.280 0.838 1.543
C -3.016 -0.937 -0.091
C -2.634 0.522 0.225
C -1.885 0.667 1.543
H -3.678 -0.983 -0.951
H -2.107 -1.491 -0.350
H -3.420 -1.426 0.797
H -3.585 1.061 0.318
H -2.123 0.946 -0.633
H -1.303 1.578 1.533
H -1.215 -0.196 1.672
H -2.576 0.557 2.377
*
```